Formula: C15H49BO16P
Source: OMol25
Level of theory: the ωB97M-V functional and the def2-TZVPD basis

XYZ file:
```
82
Properties=species:S:1:pos:R:3:forces:R:3:mulliken_charge:R:1
B 0.875399 -0.121554 0.502631 -0.1392 0.4428 0.0086 1.719
H 0.452039 0.678776 1.089551 -1.9123 2.6338 1.7566 -0.655
H 0.953209 -0.998034 1.127111 0.2934 -3.4202 2.1214 0.058
H 0.254049 -0.353184 -0.348549 -2.3972 -0.6122 -2.7848 0.161
H 1.824569 0.270356 0.171371 3.4497 0.6714 -0.7086 0.112
C -5.574861 0.376366 -2.992319 -0.7005 -1.1316 0.8860 -0.667
O -4.948841 0.141996 -4.253339 1.8143 1.3865 -0.5830 -0.360
P -3.483041 0.792376 -4.637529 -0.6227 2.2107 -0.9564 0.698
O -3.435731 2.265696 -5.015269 -0.5449 -2.9748 0.5837 -0.713
O -2.596081 0.419536 -3.404509 0.9897 -0.3680 0.1890 0.118
C -1.151531 0.701856 -3.386369 0.1680 0.3742 0.1331 -0.462
O -2.934621 -0.170314 -5.798669 -0.8743 -0.4322 -0.6426 -0.329
C -3.283311 -0.048604 -7.237569 1.3463 0.9278 1.1661 -0.685
H -5.115891 1.034136 -2.254219 0.6154 0.1057 -0.5592 0.296
H -5.646711 -0.617684 -2.550959 0.2011 0.0269 0.3470 0.275
H -6.619221 0.679716 -3.065689 0.0971 0.3516 -0.7597 0.290
H -0.784171 1.054896 -4.349969 -0.3060 -0.0980 -0.1151 0.384
H -0.544001 -0.147984 -3.075279 -0.6301 -0.3899 -0.1662 0.174
H -0.907061 1.470446 -2.653149 -0.5858 0.1270 0.0217 0.160
H -2.329811 0.119906 -7.738109 0.0694 0.2317 0.0677 0.261
H -3.873591 0.861826 -7.341399 -0.3345 -0.3984 -0.3247 0.327
H -3.643641 -0.965854 -7.703319 -0.6504 0.0428 0.7754 0.246
C 0.874619 -4.200164 4.006141 -0.5980 1.7483 -0.2510 -0.471
C 0.386319 -2.808714 4.508901 1.1652 0.6805 -2.3149 0.054
O -0.768641 -2.819464 5.250491 -1.0318 -0.7673 1.5172 -0.569
O 1.258419 -4.925614 5.140571 0.2115 -0.8654 0.6672 -0.556
H 1.713279 -4.068004 3.322561 0.2375 0.0851 0.1604 0.237
H 0.115129 -4.730804 3.431951 -0.2905 0.1320 0.0644 0.350
H 0.146749 -2.080084 3.734441 0.3737 -0.4228 -0.7962 -0.040
H 1.185249 -2.291594 5.040321 0.3486 -0.3448 0.2962 0.391
H -0.475641 -3.163874 6.097331 -0.5927 -0.1236 0.4083 0.301
H 0.577119 -5.579884 5.311881 0.1098 -0.0377 0.0902 0.332
C 3.175409 0.245396 3.012061 2.4870 0.2078 -0.0410 -0.418
C 3.663219 -1.236914 2.886681 -1.7046 1.6655 2.0718 -0.148
O 3.332519 -1.779524 1.685331 0.9236 -0.9518 -2.0984 -0.616
O 1.815019 0.394726 3.048951 -0.6683 -0.4009 1.2280 -0.521
H 3.567589 0.888866 2.224511 0.3380 -0.2948 -0.7724 0.229
H 3.641419 0.734406 3.867521 -0.2547 -0.3360 0.6660 0.517
H 3.000679 -1.741224 3.590121 0.2817 -0.1633 1.0091 -0.190
H 4.692569 -1.387834 3.211901 0.1345 0.0384 -0.5397 0.444
H 2.473139 -1.432764 1.434701 -0.2490 -0.0591 -0.3657 0.357
H 1.495739 0.102476 2.192071 -0.5941 0.1973 -0.0423 -0.293
C 0.930289 3.205226 2.241761 -0.8702 -1.9436 -0.8829 0.002
C -0.581981 3.033366 1.735101 1.9346 -0.1052 1.0105 0.264
O -1.417621 3.786346 2.538681 -1.2106 1.6075 0.9844 -0.611
O 1.406879 4.495686 2.282511 0.2049 1.9286 -0.1943 -0.605
H 1.611169 2.618606 1.625011 -0.2877 -0.3372 -0.1809 0.023
H 1.076929 2.795966 3.241311 -0.6366 -0.2709 0.1679 0.294
H -0.941151 2.013696 1.874291 0.6485 -0.3364 -0.7219 -0.154
H -0.726561 3.415626 0.724621 0.2284 -0.3195 -0.1692 -0.001
H -1.080451 3.778396 3.437491 -0.0041 -0.0182 0.0471 0.377
H 2.087209 4.587306 1.611431 -0.1106 0.1573 -0.0696 0.385
C -2.441521 -1.334544 1.186191 -0.5063 -1.3191 0.3208 -0.195
C -2.673941 -1.162744 2.690521 -0.0383 -0.0547 -0.4414 -0.322
O -3.232431 -2.354184 3.300261 0.3962 0.8460 -0.5763 -0.604
O -2.043741 -0.191644 0.514541 -0.6343 0.7376 0.0711 -0.598
H -3.403981 -1.639784 0.775571 -0.0823 -0.1455 -0.1797 0.439
H -1.743421 -2.153724 1.013841 0.1350 -0.2438 -0.0262 0.138
H -3.375631 -0.330504 2.746351 -0.0574 0.0790 0.5433 0.238
H -1.726811 -0.896424 3.159691 -0.0366 0.1502 0.2299 0.195
H -2.606841 -2.601204 3.985261 0.0645 -0.1947 0.1984 0.347
H -1.088721 -0.111584 0.570531 0.2079 0.1983 0.0061 -0.324
C 1.005529 -2.818074 -2.155419 -0.2738 0.0092 0.1556 -0.335
C 2.239099 -1.936104 -2.151659 -0.9364 1.2835 0.0612 -0.380
O 1.824899 -0.553094 -2.080809 0.8066 -0.9153 -1.2910 -0.590
O 0.311779 -2.913014 -0.902899 0.7371 -0.5740 -0.4575 -0.591
H 1.291249 -3.818244 -2.481199 -0.1895 -0.2064 0.1207 0.427
H 0.288859 -2.389054 -2.855729 0.1093 -0.0886 -0.4766 0.078
H 2.775379 -1.987644 -3.099199 0.0462 -0.3987 0.0309 0.388
H 2.897059 -2.191374 -1.320979 0.1779 -0.0374 0.0950 0.182
H 1.391819 -0.412564 -1.235649 0.0958 0.1226 0.0872 0.121
H 0.435159 -2.080334 -0.441349 -0.1348 0.2097 0.2109 0.354
C 2.627839 3.940576 -2.616599 -0.3450 0.7347 -0.5805 -0.751
C 1.902819 2.881966 -1.809429 1.2864 -1.5644 -0.6352 0.213
O 2.782169 2.104466 -0.956569 0.4320 2.2109 -0.0996 -0.657
O 3.128449 5.009546 -1.858799 0.8775 0.4723 1.1963 -0.514
H 1.967079 4.485466 -3.290829 -1.0602 -0.9216 -0.3124 0.378
H 3.383799 3.559176 -3.303019 0.3763 -0.6561 0.4027 0.338
H 1.695879 2.116806 -2.557629 -1.1203 0.2331 -0.4075 0.030
H 1.006249 3.285336 -1.338749 0.0870 -0.0803 0.2716 0.063
H 2.284849 1.508336 -0.391849 -0.3755 -0.0518 -0.1280 -0.141
H 3.375349 5.689866 -2.489529 0.0844 0.1081 0.2056 0.298
```
Positions in Å, forces in eV/Å.

strongest force on any atom	4.0	eV/Å
gap between HOMO and LUMO	9.22	eV
charge	-1
HOMO	-6.87	eV
2S+1	1